w:
Computed, not measured: the molecule CH2ClNOP2, with ωB97M-V/def2-TZVPD.

```
8
Properties=species:S:1:pos:R:3:nbo_charge:R:1
H -0.29794 1.82267 1.49627 0.3975
N -0.95812 1.10544 1.32042 -1.1836
P -0.67639 -0.02995 0.31530 1.0769
P -1.95967 -1.08265 -0.74628 -0.1340
H -0.74504 -1.51717 -1.46947 0.0347
C 1.14745 -0.21992 -0.34638 0.2555
O 1.39538 -0.68788 -1.38995 -0.4619
Cl 2.09434 0.60945 0.82009 0.0149
```

Computed properties:
2S+1 = 1
Charge = 0
E_LUMO = -0.0384 Ha

***

x:
Computed, not measured: the molecule CH2ClNOP2, with ωB97M-V/def2-TZVPD.

```
8
Properties=species:S:1:pos:R:3:nbo_charge:R:1
O -2.56329 -2.12578 -0.40256 -0.4973
C -1.92499 -1.19138 -0.05670 0.8783
N -1.37668 -0.13330 0.18365 -0.8718
P 0.25520 0.59163 0.30118 0.6297
P 2.49882 0.63160 0.84393 0.1360
Cl 3.25804 -0.43460 -0.69700 -0.2907
H 0.35233 0.90407 -0.98723 -0.0271
H -0.49943 1.75775 0.81472 0.0429
```

Computed properties:
2S+1 = 1
Charge = 0
E_LUMO (spin up / spin down) = -0.0448 / -0.0449 Ha

***

Result of the stability comparison: w is the least stable of them.

***

w:
Computed, not measured: a 2-piece molecular cluster, CHN4O2 overall, with ωB97M-V/def2-TZVPD.

```
8
Properties=species:S:1:pos:R:3:nbo_charge:R:1
C -0.02555 -1.72834 0.30611 0.8051
N -1.14673 0.34652 -2.18299 0.0334
N -0.56940 1.18347 -2.58400 -0.0361
N -0.54552 0.53713 0.65606 -0.3755
N -0.99848 -0.53891 0.83846 -0.2216
O -0.55616 -2.78738 0.06247 -0.7220
O 1.08755 -1.24057 0.13748 -0.7852
H 0.36491 0.52875 0.28263 0.3020
```

Computed properties:
2S+1 = 1
Charge = -1
E_LUMO = 0.1718 Ha

***

x:
Computed, not measured: a 2-piece molecular cluster, CHN4O2 overall, with ωB97M-V/def2-TZVPD.

```
8
Properties=species:S:1:pos:R:3:nbo_charge:R:1
C -0.79290 0.07429 1.47378 0.6905
N -0.00011 -0.70806 1.11122 -0.7047
N 0.58231 0.10321 -1.33318 0.0803
N -0.30692 -0.46081 -1.94518 -0.5312
N 1.12906 0.04196 -0.27619 0.3286
O -1.58271 0.84111 1.91101 -0.6591
O 1.92010 0.84516 0.31714 -0.5117
H -0.94884 -0.73685 -1.25860 0.3074
```

Computed properties:
2S+1 = 1
Charge = -1
E_LUMO = 0.1492 Ha

***

Result of the stability comparison: x is the least stable of them.

***

w:
Computed, not measured: a 2-piece molecular cluster, C3H10NO overall, with ωB97M-V/def2-TZVPD.

```
15
Properties=species:S:1:pos:R:3:nbo_charge:R:1
C -0.04838 0.31122 1.51046 -0.2449
O 0.51568 -1.01175 1.33357 -0.6542
C -0.40463 0.93916 0.23588 0.4147
C 0.70502 1.22553 -0.71594 -0.7561
N -0.61183 -1.13623 -2.00798 -1.0384
H -0.83592 0.24530 2.25989 0.2343
H 0.82336 0.83976 1.91515 0.3033
H -0.23420 -1.58572 1.10706 0.4809
H -1.25508 1.62257 0.27502 0.2342
H 1.25590 2.10277 -0.35193 0.3424
H 0.29307 1.42087 -1.70226 0.2895
H 1.37917 0.37034 -0.76422 0.2958
H -0.23390 -2.03588 -1.80581 0.3925
H -0.90074 -0.56410 -1.22875 0.3103
H -1.29374 -1.15193 -2.75060 0.3957
```

Computed properties:
2S+1 = 1
Charge = +1
E_LUMO = -0.2963 Ha

***

x:
Computed, not measured: a 2-piece molecular cluster, C3H10NO overall, with ωB97M-V/def2-TZVPD.

```
15
Properties=species:S:1:pos:R:3:nbo_charge:R:1
O -1.41791 1.76366 -0.43228 -0.5880
C -2.51332 0.94328 -0.16096 -0.0067
C -2.00734 -0.60133 -0.20751 -0.3629
N -0.79221 -0.63275 0.31873 -0.1125
C 3.71760 -0.27325 0.23904 -0.8428
H -0.62455 1.32416 -0.11004 0.4974
H -3.21210 1.13342 -0.94747 0.2341
H -2.86663 1.10191 0.85494 0.2488
H -2.73098 -1.32238 0.15663 0.2593
H -1.84320 -0.70562 -1.31007 0.4392
H -0.59951 -1.56478 0.71624 0.3909
H 4.19045 -1.21906 0.49343 0.2217
H 3.40756 -0.32829 -0.80171 0.2056
H 2.84713 -0.08689 0.84746 0.1900
H 4.44499 0.46792 0.34356 0.2260
```

Computed properties:
2S+1 = 1
Charge = +1
E_LUMO = -0.3447 Ha

***

Result of the stability comparison: x is the least stable of them.

***

w:
Computed, not measured: a 2-piece molecular cluster, C3H10NO overall, with ωB97M-V/def2-TZVPD.

```
15
Properties=species:S:1:pos:R:3:nbo_charge:R:1
C -1.47619 -0.40198 2.24260 -0.4305
N -0.32002 -0.15490 1.34413 -0.6771
H -2.39407 -0.19792 1.71115 0.2439
H -1.53129 -1.47608 2.40232 0.2344
H -1.35728 0.04017 3.22342 0.2495
H -0.10073 0.84737 1.27259 0.4564
H -0.34571 -0.47801 0.37507 0.4608
H 0.51365 -0.56637 1.77254 0.4359
C 1.20401 -0.88555 -1.42370 -0.4824
C 0.36991 0.09999 -1.71523 0.0925
O 0.41936 1.27614 -0.95651 -0.7545
H 1.93779 -0.84812 -0.62899 0.2087
H 1.40198 -1.64917 -2.16832 0.2450
H -0.35520 0.07216 -2.51790 0.2061
H 0.49565 2.00026 -1.59856 0.5111
```

Computed properties:
2S+1 = 1
Charge = +1
E_LUMO = -0.1248 Ha

***

x:
Computed, not measured: a 2-piece molecular cluster, C3H10NO overall, with ωB97M-V/def2-TZVPD.

```
15
Properties=species:S:1:pos:R:3:nbo_charge:R:1
C -0.73971 1.77245 -0.12857 -0.6466
C -0.83474 0.44965 0.58479 -0.2596
C -0.80703 -1.89498 -0.05313 0.1281
N -0.30639 -0.74437 -0.09384 -0.3890
H -1.24316 2.61441 0.35182 0.2738
H 0.28356 2.08046 -0.43059 0.2244
H -1.29714 1.68563 -1.09099 0.2313
H -0.38508 0.56958 1.59126 0.2420
H -1.84827 0.15446 0.89252 0.2270
H -0.32687 -2.71800 -0.58132 0.2316
H -1.62022 -2.36985 0.53240 0.2518
H 0.61667 -0.44763 -0.41239 0.4639
H 3.29045 -0.69853 0.18979 0.4979
H 2.49587 0.22950 -0.75816 0.4685
O 2.72207 -0.68278 -0.59360 -0.9451
```

Computed properties:
2S+1 = 1
Charge = +1
E_LUMO = -0.1880 Ha

***

Result of the stability comparison: x is the least stable of them.

***

w:
Computed, not measured: a 2-piece molecular cluster, C3H10NO overall, with ωB97M-V/def2-TZVPD.

```
15
Properties=species:S:1:pos:R:3:nbo_charge:R:1
C -2.30444 0.59064 0.15404 -0.4332
C 1.07864 -0.00084 -0.79259 -0.0955
C 1.44287 -0.14923 0.62565 -0.1608
O 2.83923 -0.13280 0.80198 -0.6050
N -1.39829 -0.50293 -0.18223 -0.5534
H -1.72172 1.36983 0.63021 0.2170
H -2.84119 1.03516 -0.75381 0.2283
H 1.57199 -0.59115 -1.58191 0.2485
H 1.12232 1.02152 -1.17532 0.2435
H 0.95917 0.57843 1.27442 0.2218
H 1.08123 -1.12324 0.97666 0.2077
H 3.28461 -0.34839 -0.03007 0.4849
H -3.03549 0.22121 0.86025 0.2777
H -0.24803 -0.54047 -0.50896 0.2974
H -1.83090 -1.42775 -0.29831 0.4210
```

Computed properties:
2S+1 = 1
Charge = +1
E_LUMO = -0.3135 Ha

***

x:
Computed, not measured: an isolated ion of composition C3H10NO and charge +1, with ωB97M-V/def2-TZVPD.

```
15
Properties=species:S:1:pos:R:3:nbo_charge:R:1
C -0.13138 0.33953 -1.97307 -0.4595
N 0.50519 -0.06662 -0.70615 -0.5547
C -0.47409 -0.13448 0.47496 0.2424
C 0.22597 -0.68211 1.74279 -0.7178
O -0.70679 1.31495 0.66102 -0.7133
H -0.34645 1.45933 -1.93616 0.2617
H 0.59822 0.10529 -2.83475 0.2496
H -1.13759 -0.21597 -2.18230 0.2486
H 0.92173 -1.08178 -0.82644 0.4546
H 1.25695 0.71717 -0.63634 0.4760
H -1.39214 -0.71905 0.16886 0.2234
H 0.58712 -1.83658 1.91058 0.2764
H 1.28197 -0.21726 1.86410 0.2437
H -0.45961 -0.45369 2.63564 0.2647
H -0.72909 1.47126 1.63726 0.5043
```

Computed properties:
2S+1 = 1
Charge = +1
E_LUMO = -0.1306 Ha

***

Result of the stability comparison: w is the least stable of them.

***

w:
Computed, not measured: a 2-piece molecular cluster, C3H10NO overall, with ωB97M-V/def2-TZVPD.

```
15
Properties=species:S:1:pos:R:3:nbo_charge:R:1
O 2.51026 1.05657 -1.68161 -0.7208
C 1.41983 0.09149 -1.78045 -0.0163
C 1.16022 -0.17469 -0.31145 -0.3787
N -0.03207 -0.95656 -0.16320 0.1811
C -2.66161 0.19274 2.34206 -0.8635
H 3.03082 1.29902 -2.52238 0.5379
H 0.57079 0.54293 -2.28538 0.2234
H 1.63780 -0.84223 -2.29838 0.2050
H 1.03395 0.82418 0.06130 0.2714
H 2.08076 -0.69347 0.04080 0.3644
H 0.13981 -1.79393 -0.62407 0.3319
H -3.31652 1.01264 2.63364 0.2361
H -3.29584 -0.57369 1.69804 0.2099
H -2.44713 -0.44159 3.23516 0.2296
H -1.83106 0.45662 1.65592 0.1888
```

Computed properties:
2S+1 = 1
Charge = +1
E_LUMO = -0.3734 Ha

***

x:
Computed, not measured: a 2-piece molecular cluster, C3H10NO overall, with ωB97M-V/def2-TZVPD.

```
15
Properties=species:S:1:pos:R:3:nbo_charge:R:1
C -1.62061 -1.39055 0.94261 -0.4170
N -0.14858 -1.48186 0.67258 -0.7006
H -1.78674 -0.55766 1.60420 0.2310
H -2.08441 -1.13300 0.00455 0.2389
H -1.96930 -2.36955 1.22329 0.2363
H 0.43872 -1.32743 1.47809 0.4273
H 0.04883 -0.67979 -0.05138 0.4550
H 0.08247 -2.33959 0.18292 0.4339
O -0.18614 0.26552 -1.11977 -0.6063
C 0.18457 1.39834 -0.85202 0.5115
C 1.60873 1.77184 -0.87696 -0.7543
H -0.54799 2.12044 -0.46621 0.1536
H 1.88008 2.12672 -1.88423 0.2899
H 2.26269 0.95328 -0.58912 0.2464
H 1.83769 2.64329 -0.26857 0.2545
```

Computed properties:
2S+1 = 1
Charge = +1
E_LUMO = -0.1384 Ha

***

Result of the stability comparison: w is the least stable of them.

***

w:
Computed, not measured: a 2-piece molecular cluster, C3H10NO overall, with ωB97M-V/def2-TZVPD.

```
15
Properties=species:S:1:pos:R:3:nbo_charge:R:1
C -0.22874 -0.42196 -2.49156 -0.6398
C 0.42085 -0.75042 -1.07438 -0.0945
C 0.48440 0.30822 -0.27347 -0.1287
N 1.04243 0.17814 1.11321 -0.6735
H 0.51045 -0.79223 -3.22334 0.2411
H -1.09630 -1.06528 -2.69054 0.2469
H -0.44520 0.67068 -2.64873 0.2272
H 0.77771 -1.73371 -0.96628 0.2278
H 0.16876 1.18149 -0.69445 0.2336
H 0.25948 0.11469 1.72827 0.4709
H 1.69760 -0.57841 1.24273 0.4433
H 1.53882 0.93970 1.42374 0.4285
H -2.03746 0.83856 2.11842 0.4910
H -1.64765 0.75489 3.60363 0.4851
O -1.44514 0.35566 2.83277 -0.9589
```

Computed properties:
2S+1 = 1
Charge = +1
E_LUMO = -0.1248 Ha

***

x:
Computed, not measured: a 2-piece molecular cluster, C3H10NO overall, with ωB97M-V/def2-TZVPD.

```
15
Properties=species:S:1:pos:R:3:nbo_charge:R:1
C 2.33758 0.05086 0.00657 -0.2394
O 1.37818 -0.71937 0.75481 -0.7843
H 1.76869 0.84956 -0.44783 0.1623
H 2.84758 -0.57894 -0.70640 0.2024
H 3.01273 0.54281 0.70342 0.1988
H 1.71427 -1.32497 1.42275 0.5127
C -2.01692 -0.79543 -0.16604 -0.4428
C -1.06967 1.39754 -0.67088 0.1190
N -1.01579 0.29008 -0.05460 -0.3970
H -3.01622 -0.45412 0.07691 0.2472
H -1.96966 -1.21014 -1.17211 0.2439
H -1.70321 -1.55322 0.54581 0.2424
H -1.77006 1.55091 -1.48424 0.2272
H -0.39987 2.17796 -0.32900 0.2270
H -0.17765 -0.00087 0.50777 0.4806
```

Computed properties:
2S+1 = 1
Charge = +1
E_LUMO = -0.1806 Ha

***

Result of the stability comparison: w is the least stable of them.

***

w:
Computed, not measured: the molecule C19H20N2O3, with ωB97M-V/def2-TZVPD.

```
44
Properties=species:S:1:pos:R:3:nbo_charge:R:1
C 5.67291 -2.37041 3.76380 -0.5991
C 5.03971 -1.33164 2.84758 -0.5067
C 3.96488 -1.94008 1.96929 0.5815
O 3.66603 -3.11176 2.03894 -0.5457
C 3.28922 -1.03263 1.00715 -0.2004
C 3.54702 0.33557 0.90465 -0.1570
C 2.87364 1.10458 -0.01666 -0.2586
C 1.92084 0.53832 -0.87015 0.3115
O 1.34638 1.41472 -1.73802 -0.5076
C 0.30694 1.02960 -2.61548 -0.0911
C -1.06520 1.42849 -2.03863 0.0654
O -1.13449 2.81746 -1.86930 -0.7029
C -1.36478 0.69455 -0.71086 -0.2341
N -2.68207 1.00997 -0.24527 -0.3789
C -3.03738 1.99294 0.63110 0.2364
N -4.31373 2.10720 0.81282 -0.4527
C -4.88211 1.15770 0.00034 0.0690
C -6.21641 0.82869 -0.20928 -0.1922
C -6.49342 -0.18824 -1.09823 -0.2348
C -5.47864 -0.87334 -1.76956 -0.2008
C -4.14714 -0.56470 -1.57649 -0.2786
C -3.86102 0.45758 -0.68566 0.1610
C 1.65905 -0.82523 -0.77498 -0.2756
C 2.33924 -1.58822 0.15171 -0.1308
H 6.12842 -3.16260 3.17507 0.2165
H 4.91537 -2.81965 4.40088 0.2177
H 6.43505 -1.91277 4.38967 0.2070
H 4.58701 -0.53306 3.44058 0.2232
H 5.79898 -0.88266 2.20264 0.2230
H 4.27292 0.81114 1.54467 0.2198
H 3.06972 2.16192 -0.10521 0.2248
H 0.47117 1.60775 -3.53047 0.2111
H 0.33804 -0.03299 -2.86261 0.1839
H -1.84576 1.17861 -2.76578 0.1943
H -0.33616 3.10671 -1.40755 0.4720
H -0.64262 1.00230 0.05207 0.2191
H -1.28908 -0.38659 -0.85765 0.2118
H -2.30327 2.59892 1.12722 0.1948
H -6.99762 1.35843 0.31127 0.2241
H -7.51986 -0.46755 -1.28444 0.2127
H -5.74358 -1.66358 -2.45639 0.2108
H -3.36742 -1.09982 -2.09954 0.2080
H 0.93705 -1.30862 -1.41419 0.2092
H 2.14219 -2.64695 0.23093 0.2388
```

Computed properties:
2S+1 = 1
Charge = 0
E_LUMO = 0.0090 Ha

***

x:
Computed, not measured: the molecule C19H20N2O3, with ωB97M-V/def2-TZVPD.

```
44
Properties=species:S:1:pos:R:3:nbo_charge:R:1
O 0.32340 -3.36590 0.87422 -0.6382
C -0.30237 -2.36911 0.57841 0.6614
C -1.44471 -1.84992 1.46340 -0.2999
N -1.81303 -0.47383 1.27802 -0.4318
C -0.98173 0.50235 1.94740 -0.2038
C -1.78504 1.76892 2.21036 -0.4007
C -2.21214 2.35735 0.87438 -0.4338
C -2.87179 1.30672 0.02164 0.0020
C -3.72475 1.69958 -0.99569 -0.1956
C -4.34830 0.78020 -1.82011 -0.2546
C -4.10564 -0.56598 -1.61769 -0.1922
C -3.25647 -0.98196 -0.61148 -0.2730
C -2.62643 -0.06218 0.23756 0.1288
N -0.07662 -1.65076 -0.53792 -0.6111
C 1.01825 -1.94003 -1.44248 -0.2463
C 2.16585 -0.98856 -1.21474 -0.0317
C 2.42353 0.04637 -2.09848 -0.2154
C 3.46244 0.95195 -1.88819 -0.2562
C 4.21982 0.78006 -0.75657 0.2165
C 3.95813 -0.25401 0.14615 0.3050
C 2.93919 -1.14852 -0.05896 -0.2884
O 4.85543 -0.19109 1.17838 -0.4893
C 5.70736 0.89493 0.88701 0.2365
O 5.28855 1.51193 -0.31172 -0.4774
H -1.12629 -1.99384 2.50051 0.2307
H -2.31060 -2.50068 1.31285 0.2288
H -0.08714 0.74556 1.35127 0.1797
H -0.64238 0.06958 2.89216 0.2068
H -2.66751 1.51305 2.79946 0.2068
H -1.18483 2.48214 2.77623 0.2139
H -1.33403 2.75054 0.34987 0.2087
H -2.89934 3.19205 1.02605 0.2173
H -3.90116 2.75628 -1.14096 0.2054
H -5.00997 1.10972 -2.60597 0.2124
H -4.57488 -1.30501 -2.25032 0.2129
H -3.07979 -2.03945 -0.49906 0.2125
H -0.61279 -0.81458 -0.71094 0.4110
H 0.65693 -1.87344 -2.47169 0.2043
H 1.33102 -2.96542 -1.22806 0.2412
H 1.81202 0.15430 -2.98169 0.2115
H 3.66679 1.75082 -2.58074 0.2281
H 2.73946 -1.94806 0.63489 0.2430
H 5.66932 1.62550 1.71043 0.1579
H 6.74223 0.53243 0.77279 0.1564
```

Computed properties:
2S+1 = 1
Charge = 0
E_LUMO = 0.0243 Ha

***

Result of the stability comparison: w is the least stable of them.